{
  "formula": "C44H66O33",
  "method": "ωB97M-V/def2-TZVPD",
  "gap_ev": 10.35,
  "fmax_ev_per_a": 3.24,
  "energy_ev": -114265.413,
  "smiles": "C[C@H]1COC(=O)O1.C[C@H]1COC(=O)O1.C[C@H]1COC(=O)O1.C[C@H]1COC(=O)O1.C[C@H]1COC(=O)O1.C[C@H]1COC(=O)O1.C[C@H]1COC(=O)O1.C[C@H]1COC(=O)O1.C[C@H]1COC(=O)O1.C[C@H]1COC(=O)O1.C[C@H]1COC(=O)O1",
  "e_above_lowest_kcal_mol": 119.8,
  "elements": ["C", "C", "C", "O", "C", "O", "O", "H", "H", "H", "H", "H", "H", "C", "C", "C", "O", "C", "O", "O", "H", "H", "H", "H", "H", "H", "C", "C", "C", "O", "C", "O", "O", "H", "H", "H", "H", "H", "H", "C", "C", "C", "O", "C", "O", "O", "H", "H", "H", "H", "H", "H", "C", "C", "C", "O", "C", "O", "O", "H", "H", "H", "H", "H", "H", "C", "C", "C", "O", "C", "O", "O", "H", "H", "H", "H", "H", "H", "C", "C", "C", "O", "C", "O", "O", "H", "H", "H", "H", "H", "H", "C", "C", "C", "O", "C", "O", "O", "H", "H", "H", "H", "H", "H", "C", "C", "C", "O", "C", "O", "O", "H", "H", "H", "H", "H", "H", "C", "C", "C", "O", "C", "O", "O", "H", "H", "H", "H", "H", "H", "C", "C", "C", "O", "C", "O", "O", "H", "H", "H", "H", "H", "H"],
  "xyz": [[-0.1585, -3.5292, -0.7511], [-0.2992, -3.7392, -2.2402], [-1.6821, -4.0180, -2.8165], [-1.8513, -3.0760, -3.8707], [-0.7628, -2.3304, -4.0286], [-0.4726, -1.5993, -4.9226], [0.0313, -2.5179, -2.9495], [0.1430, -4.5234, -0.4161], [-1.0903, -3.3094, -0.2275], [0.5955, -2.7750, -0.5469], [0.5304, -4.3859, -2.5388], [-2.4478, -3.8152, -2.0670], [-1.7891, -4.9967, -3.2804], [0.1603, 2.9241, -4.7865], [0.1867, 3.9642, -5.9067], [1.6141, 4.4197, -6.2558], [1.6158, 4.4745, -7.6630], [0.7607, 3.4962, -8.0668], [0.7698, 3.1158, -9.2023], [-0.0827, 3.1789, -7.1043], [1.0075, 2.2431, -4.8790], [-0.6594, 2.2072, -4.7241], [0.1720, 3.4941, -3.8524], [-0.5525, 4.7623, -5.8462], [2.3605, 3.6882, -5.9290], [1.8513, 5.3846, -5.8063], [-3.4354, 0.3168, -2.3267], [-3.6304, 0.4786, -3.8678], [-4.0135, -0.7015, -4.7173], [-5.3089, -0.4520, -5.2309], [-5.5792, 0.8530, -4.9824], [-6.4227, 1.4780, -5.5467], [-4.6962, 1.4220, -4.1388], [-2.7127, -0.4772, -2.1546], [-4.3940, 0.1823, -1.8267], [-3.0981, 1.3148, -2.0501], [-2.6965, 0.9102, -4.2307], [-3.9445, -1.5852, -4.0838], [-3.3486, -0.7142, -5.5827], [-3.4944, -0.6048, 1.2438], [-4.6990, -0.9857, 2.0956], [-5.3837, -0.0196, 3.0830], [-6.7656, -0.4065, 2.9773], [-6.9396, -1.1795, 1.9142], [-7.9909, -1.4996, 1.4256], [-5.7927, -1.4987, 1.3021], [-3.7111, 0.3400, 0.7488], [-3.1931, -1.4530, 0.6364], [-2.6956, -0.3738, 1.9545], [-4.4292, -1.8459, 2.7170], [-5.1516, 1.0283, 2.9024], [-4.9401, -0.2908, 4.0398], [0.4340, -0.4803, 3.4985], [0.0194, -1.1550, 4.7772], [1.1733, -1.3400, 5.8202], [0.5633, -0.7997, 6.9895], [-0.6133, -0.2169, 6.7546], [-1.3329, 0.1690, 7.6234], [-0.7951, -0.1879, 5.4183], [1.2076, -0.9286, 2.8793], [0.8090, 0.5313, 3.7005], [-0.4794, -0.1187, 3.0162], [-0.5815, -2.0626, 4.6863], [2.0804, -0.8080, 5.5365], [1.3357, -2.3877, 6.0641], [-4.0124, 5.0005, 5.2121], [-2.6268, 4.4233, 5.1748], [-2.3075, 3.1142, 5.8422], [-1.4365, 2.4676, 4.9221], [-1.5844, 3.0048, 3.7094], [-1.0747, 2.5836, 2.7099], [-2.3444, 4.1089, 3.7921], [-4.3455, 5.3603, 6.1830], [-4.7230, 4.2525, 4.8510], [-4.0295, 5.8129, 4.4857], [-1.9577, 5.1884, 5.5862], [-3.2138, 2.5040, 5.9057], [-1.8727, 3.2428, 6.8287], [2.4116, -5.7620, 1.0711], [2.8680, -5.3653, 2.4755], [2.3932, -3.8974, 2.7944], [1.6943, -4.0277, 4.0066], [1.7225, -5.2649, 4.4611], [1.2065, -5.5917, 5.4933], [2.2520, -6.0783, 3.5369], [2.3842, -4.9333, 0.3595], [1.3676, -6.0838, 1.0186], [3.0062, -6.5565, 0.6221], [3.9433, -5.2956, 2.6419], [1.8328, -3.4926, 1.9513], [3.2433, -3.2312, 2.9521], [-0.5904, 1.3998, -0.4972], [0.2587, 0.2370, -0.9815], [1.2836, 0.4808, -2.1073], [2.3209, -0.3526, -1.5527], [2.1085, -0.7670, -0.2876], [2.8718, -1.5025, 0.2701], [0.8986, -0.3712, 0.1188], [-0.0533, 2.2857, -0.1597], [-1.3058, 1.2056, 0.3057], [-1.3137, 1.6681, -1.2726], [-0.3858, -0.5086, -1.4611], [1.8915, 1.3854, -2.2153], [0.8774, 0.0923, -3.0399], [5.1857, 0.5531, -2.0688], [6.3384, 1.2015, -2.8725], [7.5016, 1.8302, -2.0982], [8.6612, 1.4093, -2.8652], [8.2725, 0.3895, -3.7039], [9.0656, -0.1733, -4.3987], [6.9841, 0.1880, -3.5937], [5.5854, 0.2443, -1.1044], [4.6481, -0.2153, -2.6188], [4.3788, 1.2768, -1.9288], [5.8390, 1.9862, -3.4486], [7.5720, 1.5102, -1.0578], [7.4517, 2.9162, -2.1300], [5.8966, -3.4844, 1.0271], [7.0386, -3.7350, 2.0954], [6.9372, -3.2363, 3.5235], [7.1007, -4.4419, 4.2714], [7.2269, -5.5050, 3.4725], [7.1042, -6.6372, 3.8170], [7.2587, -5.1294, 2.1724], [5.5237, -4.4655, 0.7223], [6.4743, -3.1535, 0.1683], [5.0031, -2.9527, 1.3437], [7.9258, -3.2250, 1.7187], [6.0544, -2.6683, 3.8335], [7.6555, -2.4256, 3.6760], [-5.9441, 5.7721, -1.8209], [-5.1982, 4.4989, -1.6792], [-3.6967, 4.6237, -1.4226], [-3.4940, 3.4676, -0.5823], [-4.6378, 3.1585, 0.0468], [-4.7309, 2.4823, 1.0206], [-5.6866, 3.6865, -0.6476], [-7.0278, 5.6534, -1.8186], [-5.6192, 6.4027, -2.6447], [-5.8131, 6.3113, -0.8715], [-5.2915, 3.9216, -2.6138], [-3.5212, 5.4900, -0.7751], [-2.9852, 4.5498, -2.2377]],
  "atomic_forces_ev_per_a": [[-0.53, -0.90, -0.13], [0.87, 1.20, -0.56], [-0.19, -0.42, 0.17], [-0.64, 0.01, -0.94], [1.05, -0.08, 0.83], [-0.69, 0.17, 0.01], [0.48, 0.56, 0.09], [0.25, 0.27, 0.60], [-0.01, 0.33, -0.17], [0.08, -0.23, 0.15], [-0.58, -0.53, -0.20], [-0.10, -0.26, -0.09], [-0.09, -0.11, 0.37], [0.06, 0.61, 0.70], [0.56, -2.27, -0.65], [-0.17, 0.65, 1.07], [0.17, -0.05, 0.45], [0.39, 0.92, -2.52], [-0.34, -0.35, 0.94], [-0.74, -0.19, 0.27], [0.35, 0.42, 0.11], [-0.58, 0.63, -0.49], [0.29, -0.40, 0.24], [0.07, -0.02, 0.11], [-0.14, 0.00, 0.09], [0.08, 0.05, -0.32], [-0.93, 0.80, -1.82], [0.04, 0.91, 1.18], [0.88, -0.53, -0.10], [-0.14, 0.52, 0.91], [-0.52, 0.70, -1.39], [-0.20, -0.33, 0.51], [0.59, -0.51, 0.36], [0.04, 0.08, 0.36], [0.06, -0.50, 0.03], [0.33, -0.29, 0.52], [-0.07, 0.11, -0.20], [-0.33, -0.37, -0.61], [0.11, -0.65, 0.18], [-0.74, 0.75, 1.37], [0.05, -1.42, 0.22], [1.28, -0.64, -0.41], [0.63, 0.82, 0.91], [-1.49, -0.36, -2.29], [0.36, 0.17, 1.09], [0.87, 0.62, 0.18], [0.13, -0.27, -0.59], [-0.06, 0.20, -0.31], [0.17, -0.11, -0.10], [0.34, -0.07, -0.11], [-0.77, 0.11, -0.32], [-0.66, 0.21, 0.39], [-0.28, 1.29, -0.19], [1.43, 0.29, 0.33], [-1.51, -0.50, -0.30], [0.96, -0.01, 1.05], [0.50, -0.47, -0.21], [-0.18, 0.44, -0.61], [-1.55, 0.34, 0.70], [-0.51, -0.54, -0.19], [0.43, -0.25, 0.68], [0.09, -0.86, -0.80], [0.25, -0.07, -0.31], [-0.01, 0.06, 0.20], [0.40, 0.04, -0.37], [-0.53, -0.51, -0.45], [0.20, 0.63, 0.09], [-1.23, -0.40, 0.21], [0.52, -0.25, 0.36], [0.38, 0.25, -0.12], [-0.32, 0.09, 0.24], [0.12, 0.51, -0.25], [0.24, 0.00, 0.08], [-0.06, 0.02, 0.11], [-0.09, 0.16, 0.18], [0.39, 0.00, -0.67], [0.09, -0.08, 0.27], [0.27, -0.30, -0.12], [-0.09, -0.59, -0.24], [-0.60, 2.37, -0.12], [0.96, -0.46, -0.74], [-0.28, 1.88, -0.16], [-1.41, -1.03, 0.72], [0.76, -0.03, -0.70], [0.49, -1.23, -0.02], [0.66, 0.29, 0.31], [0.03, -0.22, 0.67], [0.06, -0.04, 0.14], [0.09, -0.97, -0.36], [-0.58, 0.11, 0.47], [-0.03, 0.00, 0.01], [-0.85, 0.38, -0.25], [-2.38, 1.48, -0.60], [1.19, -0.41, 1.92], [1.00, -1.10, -0.53], [0.08, -0.81, -1.33], [-0.28, 0.47, 0.56], [0.93, -0.03, 0.32], [0.31, -0.10, -0.24], [0.49, -0.69, 0.28], [0.57, 0.31, -0.32], [-0.18, -0.12, 0.56], [-1.29, 0.68, -0.11], [0.44, -0.01, -0.10], [0.43, 0.99, -0.06], [-1.43, 0.16, 1.48], [0.27, 0.19, -0.43], [-0.96, -0.07, 0.43], [2.58, 0.88, 0.07], [-0.91, -0.05, 0.29], [-1.22, -0.91, -1.25], [-0.43, -0.47, 0.03], [0.63, -0.42, 0.00], [0.32, 0.29, 0.40], [0.57, -0.34, -0.97], [0.14, -0.24, -0.07], [0.10, 0.01, 0.07], [1.18, -1.33, 0.76], [-0.86, 1.32, -1.71], [-0.51, 0.51, 0.07], [0.38, 1.06, 1.00], [-1.48, -0.85, -0.57], [0.76, 0.18, 0.24], [0.48, 0.08, 0.50], [0.10, -0.13, 0.14], [-0.85, 0.76, -0.27], [0.42, 0.74, -0.12], [0.17, -0.52, -0.38], [-0.71, -0.92, -0.20], [0.87, -0.85, 0.47], [-0.61, 1.00, 1.65], [0.56, -0.63, -3.13], [-0.57, -0.23, 1.64], [0.78, -0.08, 0.30], [-0.60, 0.07, -0.69], [-0.01, -0.05, -0.06], [0.29, -0.17, 1.54], [0.06, -0.39, -0.59], [0.05, -0.18, -0.07], [0.29, 0.32, -0.23], [-0.21, -0.03, 0.16], [0.33, 0.14, -0.33], [-0.34, 0.17, -0.25]]
}